The following is a quantum chemistry calculation of C4H10O2 in the gas phase in a non-equilibrium geometry, from OMol25.

XYZ file:
```
16
Properties=species:S:1:pos:R:3:lowdin_charge:R:1
C 1.572 -0.453 -0.340 -0.0210
C 0.117 -0.103 -0.071 -0.4125
C -0.794 -0.099 -1.269 -0.0419
O -0.604 -1.245 0.971 -0.1059
C -0.050 1.104 0.828 -0.2794
O -1.325 0.995 1.359 -0.1204
H 2.274 0.231 0.162 0.0874
H 1.688 -1.438 0.098 0.0859
H 1.846 -0.496 -1.403 0.0882
H -0.449 0.546 -2.087 0.0983
H -0.839 -1.119 -1.653 0.0906
H -1.778 0.243 -0.940 0.0905
H -1.387 -1.744 0.644 0.1015
H 0.748 1.113 1.595 0.1251
H 0.159 1.974 0.173 0.1419
H -1.280 -0.081 1.455 0.0716
```

## Properties
Kohn-Sham gap = 0.3799 Ha
LUMO = 0.7 eV
net charge = 0
energy above the lowest of the compared OMol25 structures with the same formula, charge and spin = 179.37 kJ/mol
SMILES = CC(C)(O)CO